Density functional theory data (ωB97M-V/def2-TZVPD) for a single C4H4O molecule.

XYZ file:
```
9
Properties=species:S:1:pos:R:3:forces:R:3
C -0.14204 0.18910 -0.71418 -0.25 -0.01 0.07
H 0.47934 2.26009 -0.18108 0.06 -0.16 -0.10
H 0.93975 0.94513 1.03412 -0.04 0.09 -0.16
C -0.48259 -1.01600 0.01899 -0.18 -0.29 0.46
C -0.78322 -1.88620 0.79469 0.14 0.33 -0.32
H -1.03547 -2.62739 1.51956 0.02 0.00 -0.22
C 0.62660 1.20083 0.02265 -0.03 0.24 0.22
O 1.22883 0.42750 -0.99901 0.16 -0.10 -0.10
H -0.83119 0.50694 -1.49575 0.12 -0.10 0.14
```
Positions in Å, forces in eV/Å.

SMILES   C#C[C@H]1CO1
Energy above the lowest of the compared OMol25 structures with the same formula, charge and spin   2.5521 eV
E   -229.9342 Ha
Highest occupied orbital energy   -10.05 eV
Net charge   0

For reference, the Mulliken charges in units of e are: 0.057 0.235 0.250 -0.618 0.136 0.388 -0.376 -0.393 0.319

=====

Density functional theory data (ωB97M-V/def2-TZVPD) for a single C4H7NO molecule.

XYZ file:
```
13
Properties=species:S:1:pos:R:3:forces:R:3
C 0.61466 1.20820 -1.22353 0.01 0.15 -0.09
H -0.14117 1.61849 -1.89519 0.04 -0.08 0.13
H -1.61322 -0.58287 -1.33700 0.48 -0.86 0.95
C 0.75792 -0.27081 0.71996 0.39 0.48 0.54
C -1.20416 -0.41815 -0.30684 0.46 -0.89 0.71
H 1.42624 0.75766 -1.80720 -0.16 0.14 0.03
H 0.28899 -2.29619 1.41328 -0.49 0.24 -0.57
N 0.04871 0.23081 -0.32615 0.50 0.00 0.48
O 1.79745 0.09797 1.22106 0.38 0.43 -0.63
C -0.10892 -1.27532 1.33458 -1.03 -0.14 -0.76
H -1.99190 -0.13317 0.36936 -0.03 0.85 0.09
H 1.03536 2.00800 -0.60763 0.00 0.04 -0.21
H -0.33981 -0.90318 2.35664 -0.55 -0.35 -0.67
```
Positions in Å, forces in eV/Å.

Energy above the lowest of the compared OMol25 structures with the same formula, charge and spin   3.6337 eV
E   -286.4981 Ha
Highest occupied orbital energy   -8.69 eV
Net charge   0

For reference, the Mulliken charges in units of e are: -0.837 0.358 0.314 0.553 -0.516 0.270 0.234 0.117 -0.627 -0.634 0.250 0.292 0.227

=====

Density functional theory data (ωB97M-V/def2-TZVPD) for a molecular structure, C30H79O13PS.

XYZ file:
```
124
Properties=species:S:1:pos:R:3:forces:R:3
C -0.25576 2.85519 -9.71896 0.22 -0.19 -0.24
O -3.51918 -3.06937 -2.85752 -1.09 -0.17 0.91
C 4.67822 1.66593 -1.54543 -0.13 0.44 0.06
C -6.24989 -2.75977 -1.69842 -0.56 -0.20 -0.74
H -2.72591 1.56880 4.99840 -0.02 0.05 0.08
H -1.86653 1.43988 -9.53650 0.10 -0.01 0.26
H -8.69478 2.03292 4.11873 -0.07 0.14 0.05
C 4.25086 1.42015 8.05781 -0.07 0.31 -0.20
H 6.14219 0.63961 -3.66653 -0.11 -0.17 0.14
O -1.08171 1.84983 -7.69761 0.01 -0.03 0.22
C -1.47144 2.30391 -8.99111 0.18 0.65 0.12
H 1.14483 -0.85687 -6.32086 -0.06 -0.13 -0.08
H -0.48713 -3.65647 -0.56883 1.55 0.25 -2.05
O -2.41500 -0.67109 1.37421 0.38 -1.61 -5.70
H -5.74030 1.13613 5.78498 0.19 -0.01 0.01
C -0.24803 -0.42537 3.72292 -0.31 -0.33 -0.11
H -2.89032 3.71683 -9.82789 0.02 0.01 0.12
H 0.48823 -1.39995 -0.25231 -0.93 1.27 -2.04
O -0.88339 -1.96374 -5.00749 -0.15 0.03 -0.41
H -2.44030 -1.70104 -7.16831 0.17 0.03 -0.05
H 3.86090 2.26090 -1.12389 0.05 -0.06 -0.12
H 9.83262 2.30338 -0.52488 0.07 -0.02 -0.16
H 0.99986 -2.02733 -3.05288 -2.03 -0.55 1.32
H -1.49771 -2.79723 -8.20479 -0.06 0.04 0.08
C 9.47822 2.96417 -1.32401 -0.10 0.35 0.09
S -2.26705 -1.32161 -0.05121 -0.10 1.33 4.08
O -4.18339 0.87343 7.94580 -0.03 0.01 0.32
H -6.85713 -2.21284 -0.85879 1.32 -0.80 -1.74
O -3.88938 -1.25835 -0.67392 1.04 -0.19 -1.59
H -6.69340 3.20250 4.81244 -0.14 0.03 0.38
H 9.74128 0.73054 -3.96025 0.04 0.15 0.08
H -3.26623 -4.04068 -2.96460 -0.52 1.96 0.70
H -8.48912 4.62407 4.03202 -0.09 -0.13 0.06
H 5.49272 2.34003 -1.82832 -0.06 -0.16 0.10
C -8.37646 3.36901 5.79732 -0.08 -0.01 -0.67
H -0.72968 2.61050 -7.20612 -0.16 -0.30 -0.24
H 0.57409 -1.26837 -7.95489 -0.03 0.06 0.07
H 10.29272 3.63827 -1.60690 -0.07 -0.07 0.08
H 2.19156 0.63906 4.52812 -0.17 -0.01 -0.02
O -1.28257 -0.36526 -1.07127 -1.36 -0.56 1.10
H 3.45859 -0.59224 -1.65477 -0.09 0.27 -0.28
H 10.94219 1.93785 -3.44510 -0.05 -0.10 0.04
H -10.09688 2.18737 5.20253 0.11 -0.03 -0.04
H -0.35742 -0.16403 -6.91708 0.01 -0.22 -0.13
H -3.15967 -0.29800 6.62471 -0.10 0.12 0.22
C 0.04641 -2.21704 -2.37650 0.69 0.35 1.16
H -4.75947 1.65581 7.93495 0.23 -0.33 -0.09
C 0.04666 -0.96401 -1.27144 1.71 -1.28 -0.99
H -0.72963 -0.51373 4.70175 0.04 0.05 -0.05
C -0.50815 -2.25253 -6.35174 -0.28 0.53 -0.33
H 1.03011 -2.14209 3.94695 0.11 0.10 -0.23
H 8.66090 3.55914 -0.90246 0.11 -0.05 -0.13
C -1.09865 -6.91798 -1.40376 -0.33 -1.31 1.32
H 3.26619 0.53628 10.49591 0.04 -0.11 -0.04
C -8.80559 4.63960 5.08105 -0.06 0.33 0.16
P -4.33738 -2.80640 -1.33597 0.48 -1.82 0.49
H 4.94128 -0.56770 -4.18168 -0.04 0.12 0.09
H -6.58596 -3.90357 -1.64794 1.05 2.39 -0.04
C -3.04263 1.76607 6.02730 0.35 0.05 -0.06
H 1.36854 -3.61495 -1.09586 -2.44 0.08 -0.68
H 1.62954 -0.51125 5.76315 0.15 0.02 -0.18
H 5.68555 -0.70435 -2.59434 0.03 0.19 0.05
C -2.55754 3.35831 -8.84882 -0.37 -0.06 -0.02
O 0.10938 -6.09270 -1.42144 -2.25 0.25 -1.50
O -6.95676 3.25462 5.74626 0.28 0.02 0.08
C 8.99202 2.15982 -2.51910 0.46 -0.32 0.46
H 1.80036 -0.00860 2.22985 -0.10 -0.40 0.16
C 0.25124 -3.58780 -1.50055 0.05 -0.74 -0.54
H -3.42125 2.95104 -8.31231 0.12 0.01 -0.14
H -0.88716 -4.94936 -3.06855 1.42 -0.21 1.52
C 1.12745 -1.07313 3.72797 -0.10 0.84 0.25
C 3.42506 -0.24551 9.74662 -0.28 -0.10 0.24
H -0.88884 -2.20878 -3.07974 1.89 -0.13 1.90
H 5.28199 1.05817 8.13872 -0.10 -0.03 0.14
H -4.79771 0.03994 4.74850 -0.03 0.00 0.07
H -0.51955 3.19863 -10.72411 0.06 0.00 0.11
C -5.05416 0.28170 5.78467 -0.18 -0.27 -0.14
H 4.42692 -0.66657 9.88744 -0.01 0.16 -0.06
H -2.15517 1.98030 6.63243 -0.08 -0.11 -0.10
C 10.10879 1.31323 -3.10873 0.06 -0.07 -0.36
H -0.89182 -0.89523 2.97163 0.14 0.11 0.24
O 1.71006 -0.95454 2.43271 0.19 -0.06 -0.47
C 5.30879 0.01499 -3.33015 0.03 -0.01 -0.50
H 8.60101 2.83851 -3.28500 -0.15 -0.19 0.12
H 10.48555 0.59389 -2.37291 0.00 0.17 0.04
H -0.18020 0.63654 3.46105 0.08 -0.03 0.11
C 0.05202 -4.98468 -2.37581 1.58 1.26 -0.13
H -8.66282 3.42711 6.85313 0.26 -0.02 -0.10
H 3.80101 1.54027 -3.50642 -0.16 -0.19 0.12
C -3.80815 0.58464 6.60155 -0.39 0.52 -0.23
H -5.60155 -0.56292 6.21674 0.15 0.04 -0.06
C -9.00421 2.13720 5.16477 -0.11 -0.31 0.17
H -1.94137 -6.61530 -2.15279 1.81 -0.47 1.10
C 3.25870 0.30280 8.33833 0.66 -0.12 0.23
C 4.19202 0.86159 -2.74053 0.54 -0.30 0.43
H 0.75197 -0.11638 -1.72704 -1.82 -1.66 1.38
H 4.11674 2.25185 8.75648 0.06 -0.07 -0.08
C 0.25737 -1.07110 -6.92599 0.24 0.09 0.08
H 2.71285 -1.05715 9.93013 0.04 0.18 -0.04
H 3.03258 -0.89110 4.73723 -0.22 0.03 0.10
C 2.04250 -0.42295 4.75343 0.15 -0.28 0.09
H 4.35741 -1.08633 7.50553 -0.39 0.17 0.01
H -8.67674 1.22942 5.68280 -0.08 0.15 -0.01
H -1.60093 -6.90189 -0.32101 1.14 0.17 -2.23
H 2.23716 0.67604 8.20701 0.10 -0.20 -0.15
H -2.30155 -3.40009 -6.73655 0.13 0.06 -0.07
H 0.98956 -5.11767 -3.10315 -1.99 0.37 1.47
H -9.89231 4.76477 5.11630 0.11 0.01 -0.05
H -0.75004 -8.04201 -1.55918 -0.91 2.32 0.03
H -3.65742 2.67314 6.03621 -0.09 -0.14 -0.06
O 7.92059 1.31206 -2.11345 -0.10 -0.08 0.06
H -8.33644 5.51683 5.53937 -0.11 -0.14 0.00
H 0.52245 2.08905 -9.80313 -0.16 0.07 -0.03
H -1.45947 -1.18136 -5.01834 0.20 -0.27 -0.06
H 5.03262 1.00514 -0.74631 0.09 -0.01 -0.16
H -2.19879 4.21434 -8.26627 0.09 -0.05 -0.14
C -1.75416 -2.55547 -7.16862 -0.15 -0.32 -0.08
H 0.18462 3.69336 -9.16728 -0.16 0.01 -0.04
H 4.12772 1.79665 7.03665 -0.06 -0.03 0.16
H -6.49576 -2.40526 -2.78753 0.31 -0.34 2.18
H 0.14033 -3.13517 -6.32858 -0.12 0.07 0.25
H 8.25859 0.70600 -1.43335 -0.11 0.28 -0.29
O 3.12059 0.01383 -2.33487 -0.36 -0.18 0.05
O 3.45288 -0.74876 7.39613 0.11 -0.18 -0.02
```
Positions in Å, forces in eV/Å.

E   -2907.8665 Ha
Highest occupied orbital energy   -8.56 eV
Net charge   0

Results of the Mulliken charge analysis, in e, for atoms 1 through 99: -1.307 -0.387 -1.181 -0.902 0.268 0.255 0.313 -1.283 0.322 -0.506 0.460 0.256 0.062 -0.575 -0.082 -0.972 0.379 0.132 -0.454 0.325 0.345 0.330 0.145 0.425 -1.321 0.637 -0.575 0.286 -0.323 0.336 0.317 0.307 0.332 0.332 0.316 0.301 0.423 0.390 0.311 -0.387 0.286 0.393 0.417 0.107 0.279 0.393 0.350 -0.028 0.282 0.394 0.233 0.319 -0.520 0.376 -1.237 0.348 0.342 0.290 -1.085 0.195 0.255 0.278 -1.323 -0.322 -0.509 0.464 0.316 -0.244 0.323 0.130 0.374 -1.389 0.022 0.332 0.334 0.382 -0.747 0.348 0.284 -1.323 0.176 -0.491 -1.162 0.237 0.330 0.354 -0.320 0.251 0.228 0.379 0.323 -1.240 0.227 0.563 0.294 0.061 0.376 -1.029 0.335

=====

E_LUMO: 1.1 0.3 0.6 (eV)